Formula: C4H12NO4
Source: the OMol25 dataset
Level of theory: wB97M-V/def2-TZVPD

Properties
LUMO, eV: 3.515
Charge: -1
HOMO-LUMO gap, Eh: 0.28595
HOMO level, eV: -4.266
Multiplicity: 1
Maximum force, hartree/bohr: 0.11553

Structure (XYZ):
```
21
Properties=species:S:1:pos:R:3:forces:R:3:mulliken_charge:R:1
O -2.5372 -1.8322 1.4504 2.8 0.5 -3.1 -0.693
C -1.5649 -1.4204 0.7126 -1.6 1.6 4.3 0.550
N -1.5364 -1.3950 -0.6393 -0.1 -1.4 -0.8 -0.086
C -0.4794 -1.0864 -1.6276 -3.7 4.4 -1.3 -0.695
C -0.3886 0.6079 -1.7523 3.5 -4.6 0.8 -0.740
C 0.0907 1.1202 -0.4082 1.1 -1.3 0.6 -0.597
O 1.1885 0.3954 0.0634 -1.5 0.5 -0.7 -0.789
H -0.7692 -0.7631 1.3936 -1.9 -1.8 -2.9 0.122
H -2.2131 -1.9765 -1.1163 -0.5 0.1 0.9 0.256
H -0.7156 -1.4887 -2.6745 0.0 0.2 1.8 0.309
H 0.4074 -1.3899 -1.2674 3.3 -0.9 1.0 0.386
H 0.4646 0.6200 -2.4935 -0.9 0.9 0.6 0.262
H -1.2314 1.1277 -2.0128 -2.4 0.8 -1.3 0.448
H 0.3284 2.1288 -0.5524 0.9 2.2 -0.6 0.489
H -0.6879 1.2893 0.3748 -0.5 -0.9 -0.4 0.313
H 0.4786 -0.7040 1.9917 0.6 -0.7 -0.2 0.090
H 1.6154 0.0924 2.3678 0.4 -2.3 -0.2 0.292
O 1.3488 -0.8969 2.3684 0.1 2.6 1.0 -0.684
H 1.9209 1.3099 0.6848 0.8 -0.5 -0.3 0.305
H 1.7305 2.2787 1.8707 3.0 -0.5 -1.7 0.280
O 2.5500 1.9829 1.2662 -3.2 1.2 2.5 -0.817
```
Positions in Å, forces in eV/Å.

***

Formula: C12H14ClNO2
Source: the OMol25 dataset
Level of theory: wB97M-V/def2-TZVPD

Properties
LUMO, eV: 0.653
HOMO-LUMO gap, Eh: 0.33836
Structure (SMILES): O=C(NCc1ccccc1Cl)[C@H]1CCCO1
HOMO level, eV: -8.554
Multiplicity: 1
Maximum force, hartree/bohr: 0.31575

Structure (XYZ):
```
30
Properties=species:S:1:pos:R:3:forces:R:3:mulliken_charge:R:1
O -1.5004 -1.6514 1.7991 1.7 0.9 -5.4 -0.694
C -1.2659 -1.3124 0.5567 -3.2 1.0 3.5 0.055
N -0.1223 -1.3339 -0.1722 -3.0 -2.1 1.7 0.052
H -0.2231 -1.0938 -1.1149 -0.1 0.5 -1.5 0.222
C 0.9920 -2.0397 0.2864 -2.7 12.7 9.7 -1.448
C 2.0022 -0.9377 0.2659 0.3 2.7 1.1 0.548
C 3.0591 -1.2795 -0.4240 5.0 5.5 -2.9 -0.909
C 4.1262 -0.2036 -0.9471 -2.0 -0.7 2.8 -0.428
C 4.0116 1.0607 -0.3523 4.4 -1.9 -2.3 -0.312
C 3.0250 1.3156 0.5360 -1.7 -5.1 -1.8 -0.748
C 1.9344 0.6223 0.7956 -0.5 -8.0 -1.8 0.433
Cl 0.5570 0.9505 1.6953 -0.3 1.0 0.8 -0.120
H 2.9320 2.1566 0.8832 -0.2 9.3 3.8 0.675
H 4.8594 1.8541 -0.3990 -1.6 -1.5 -0.4 0.228
H 4.9773 -0.5002 -1.5783 -0.7 0.1 0.3 0.358
H 3.1428 -2.1668 -0.9092 0.2 -2.7 -1.0 0.457
H 0.8043 -2.1604 1.5602 -0.1 0.2 -3.3 0.271
H 1.2243 -2.8798 0.0903 3.0 -10.8 -3.9 0.998
C -2.4682 -0.5935 -0.3259 -5.0 -9.4 10.3 0.409
C -3.4530 0.2973 0.7214 -5.7 -0.2 -11.9 -1.051
H -3.0692 0.2595 1.5267 5.0 -0.5 10.8 0.557
C -3.3929 1.7035 0.0653 2.9 -2.2 -2.1 -0.309
H -4.1451 1.9254 -0.6663 -0.7 -0.1 0.0 0.239
C -2.0971 1.4500 -0.7857 -0.7 1.1 -7.0 -0.580
H -1.1224 1.7510 -0.6178 2.1 -0.5 2.5 0.353
H -1.9315 2.0377 -1.8692 -1.8 -1.2 2.1 0.260
O -2.0829 -0.1380 -1.3706 2.4 9.3 -6.2 -0.481
H -3.1116 2.5908 0.5794 -0.2 0.5 1.2 0.344
H -4.5403 -0.1084 0.7637 2.0 0.6 -0.1 0.297
H -3.1215 -1.5758 -0.5928 1.0 1.5 0.9 0.324
```
Positions in Å, forces in eV/Å.

***

Formula: C26H70F6O14P
Source: the OMol25 dataset
Level of theory: wB97M-V/def2-TZVPD

Properties
LUMO, eV: 2.367
Charge: -1
HOMO-LUMO gap, Eh: 0.35578
HOMO level, eV: -7.314
Multiplicity: 1
Maximum force, hartree/bohr: 0.04149

Structure (XYZ):
```
117
Properties=species:S:1:pos:R:3:forces:R:3:mulliken_charge:R:1
P 0.3228 0.0817 0.5813 1.3 1.7 0.2 2.018
F 0.3520 0.5584 2.1319 -0.2 -0.2 0.1 -0.465
F 1.4385 -1.0367 0.8640 -0.1 -0.3 0.3 -0.326
F -0.8718 -0.9182 0.9083 -0.2 -0.3 -0.3 -0.417
F 0.3745 -0.3142 -0.9798 -0.5 -0.1 -0.2 -0.572
F -0.7189 1.3044 0.2331 -0.3 -0.4 0.1 -0.579
F 1.5374 1.1757 0.3125 -0.1 -0.2 -0.1 -0.491
C -0.3373 2.4750 -4.8115 0.0 0.3 -0.5 -0.556
C -0.4345 2.5454 -3.2966 -0.3 -0.4 0.3 0.548
C -1.7049 1.7382 -3.0179 -0.2 0.3 -0.3 0.454
O -2.5592 1.9596 -4.1622 0.2 -0.2 -0.1 -0.542
C -1.8059 2.5016 -5.2506 0.2 0.1 0.7 -0.543
H 0.1651 1.5672 -5.1509 -0.1 -0.1 0.2 0.086
H 0.2188 3.3123 -5.2406 0.0 0.0 0.0 0.399
H -0.6094 3.5618 -2.9397 0.2 0.1 -0.2 -0.049
H 0.4483 2.1446 -2.7999 -0.1 0.0 0.1 -0.136
H -2.2630 2.1187 -2.1635 0.2 -0.2 0.2 -0.081
H -1.5239 0.6662 -2.9053 0.1 0.0 0.1 -0.143
H -2.1268 3.5424 -5.3750 -0.1 -0.1 -0.3 0.266
H -1.9900 1.9145 -6.1496 -0.1 0.1 -0.1 0.331
C 2.5875 1.8170 4.1368 0.3 0.3 0.0 0.062
C 3.5350 2.2228 5.2828 0.2 0.1 0.1 -0.648
C 2.9109 3.5067 5.8448 -0.1 -0.6 0.3 -0.430
O 2.1955 4.0888 4.7837 0.1 0.1 -0.3 -0.475
C 1.6573 3.0288 3.9672 0.0 0.2 0.4 0.035
H 2.0332 0.9140 4.3782 0.0 0.0 -0.1 0.143
H 3.1569 1.6546 3.2239 -0.1 -0.2 0.0 0.022
H 4.5488 2.4346 4.9347 -0.1 0.0 -0.2 0.286
H 3.6490 1.4355 6.0302 -0.2 0.1 0.1 0.309
H 3.6591 4.2068 6.2170 -0.1 0.1 -0.1 0.334
H 2.2406 3.2650 6.6877 0.0 0.0 -0.1 0.250
H 1.6027 3.3921 2.9442 -0.1 0.0 0.0 0.127
H 0.6474 2.8111 4.3313 0.0 -0.1 -0.1 0.019
C 3.6155 2.3964 -1.9561 -0.1 0.2 -0.2 0.043
O 4.9517 2.1061 -1.5397 -0.4 0.3 0.1 -0.551
H 2.9393 2.5092 -1.1068 0.0 -0.1 0.0 0.025
H 3.5656 3.3157 -2.5565 0.1 0.0 0.1 0.366
H 3.2516 1.5831 -2.5831 0.2 -0.1 0.1 -0.154
H 5.0821 2.6367 -0.7486 0.2 -0.1 0.0 0.330
C -1.7392 -0.8392 4.4866 0.4 0.2 -0.7 0.051
O -2.9490 -1.3403 5.0037 -0.3 -0.1 0.2 -0.572
H -1.8253 -0.4682 3.4589 -0.2 0.1 0.1 -0.001
H -1.3221 -0.0359 5.1012 0.1 -0.1 0.1 0.284
H -1.0367 -1.6687 4.4175 0.0 0.0 0.3 -0.089
H -3.5845 -0.6209 5.0499 0.0 0.0 -0.1 0.301
C 4.0021 -1.0935 -1.2196 0.1 -0.6 -1.0 -0.233
O 4.9000 -0.9460 -2.3366 -0.1 0.2 0.3 -0.593
H 2.9823 -1.2387 -1.5913 0.0 0.0 0.2 -0.004
H 4.2991 -1.9838 -0.6555 -0.1 0.2 0.3 0.392
H 4.0119 -0.1922 -0.6192 0.2 0.0 0.0 0.230
H 4.7465 -1.6876 -2.9304 -0.1 0.0 0.0 0.308
C -3.8216 -0.1398 0.9557 -0.2 -0.4 -0.1 0.529
O -5.2108 -0.2841 1.2387 0.0 0.2 0.3 -0.654
H -3.3369 -1.1154 1.0202 -0.1 0.0 0.1 -0.192
H -3.6731 0.1963 -0.0765 0.1 0.3 0.2 0.153
H -3.3265 0.5130 1.6736 0.1 0.2 -0.1 -0.255
H -5.5048 0.4726 1.7774 0.2 -0.2 -0.4 0.468
C -0.4025 4.6283 0.1629 0.2 -0.7 0.1 -0.109
O 0.7673 3.9460 0.5969 -0.3 0.1 -0.1 -0.567
H -1.2984 4.1303 0.5521 0.0 0.3 0.0 -0.096
H -0.3397 5.6428 0.5456 -0.1 0.1 -0.1 0.326
H -0.4882 4.6176 -0.9288 0.1 0.3 0.0 0.117
H 0.6298 3.0021 0.4315 0.2 0.0 0.1 0.157
C 1.9556 -3.0374 3.0884 0.0 0.0 -0.6 0.394
O 2.6043 -4.2332 3.5145 0.0 0.0 0.4 -0.585
H 1.7994 -3.0741 2.0093 -0.1 0.1 0.0 -0.133
H 0.9893 -2.8641 3.5656 0.1 -0.1 0.1 -0.115
H 2.6024 -2.1850 3.2821 0.1 -0.1 0.1 0.112
H 1.9294 -4.8760 3.7422 0.0 0.0 0.0 0.317
C -2.5215 3.3833 2.9269 0.1 0.0 -0.2 -0.191
O -3.9137 3.1693 3.0021 -0.1 0.0 0.0 -0.455
C -4.5579 3.5056 1.7953 0.1 -0.1 0.3 0.015
C -6.0420 3.4074 1.9949 0.1 -0.6 -0.2 -0.847
O -6.3954 2.0629 2.2905 0.0 0.2 0.3 -0.242
C -7.7912 1.8746 2.2832 -0.2 0.1 -0.4 -0.920
H -2.1135 3.0120 1.9811 0.0 -0.2 0.1 -0.266
H -2.0656 2.8429 3.7496 0.1 0.0 0.1 0.199
H -2.2727 4.4499 2.9962 0.0 0.0 0.1 0.459
H -4.2467 2.8156 1.0008 0.1 0.1 -0.1 0.022
H -4.3065 4.5371 1.5085 0.0 0.0 -0.1 0.446
H -6.5245 3.6696 1.0449 -0.1 0.4 0.2 0.422
H -6.3441 4.0490 2.8274 -0.2 0.2 -0.1 0.317
H -8.1846 1.9912 1.2621 0.0 -0.1 0.1 0.343
H -8.3206 2.5969 2.9167 0.2 0.0 0.1 0.340
H -7.9974 0.8646 2.6270 0.0 0.0 0.0 0.253
C 1.6487 -0.9429 -3.9611 0.2 0.3 -0.2 -0.331
O 2.4411 -1.9968 -4.4663 -0.2 0.0 -0.3 -0.409
C 1.7840 -3.2250 -4.3415 0.0 -0.5 0.7 0.272
C 2.5778 -4.3247 -4.9957 -0.1 0.1 -0.1 -0.941
O 3.8533 -4.4125 -4.4107 0.1 0.0 0.0 -0.186
C 4.6450 -5.3798 -5.0537 0.2 0.2 0.0 -0.856
H 1.3358 -1.1132 -2.9284 0.0 0.0 0.0 -0.074
H 0.7557 -0.7815 -4.5794 0.0 -0.1 0.0 0.366
H 2.2848 -0.0597 -4.0119 -0.1 0.1 0.1 0.104
H 0.7742 -3.2206 -4.7787 0.1 0.2 -0.1 0.390
H 1.6671 -3.4736 -3.2734 -0.1 0.0 -0.1 -0.130
H 2.6568 -4.1300 -6.0760 0.1 -0.1 0.0 0.388
H 2.0450 -5.2725 -4.8360 -0.1 0.0 -0.2 0.398
H 4.8595 -5.0897 -6.0909 -0.1 -0.1 0.0 0.322
H 4.1590 -6.3631 -5.0480 0.0 0.0 0.0 0.322
H 5.5903 -5.4324 -4.5163 0.0 -0.1 0.0 0.229
C -2.4390 -4.5227 0.0857 0.3 -0.2 0.1 -0.404
O -2.0117 -4.5943 -1.2591 0.2 -0.1 0.2 -0.472
C -1.0807 -3.5787 -1.6126 -0.4 0.0 0.2 -0.493
C 0.2288 -3.6356 -0.8620 -0.2 0.7 -0.4 0.867
O 0.9107 -4.8209 -1.1737 -0.2 -0.4 0.2 -0.514
C 2.2469 -4.7791 -0.7366 0.2 -0.4 -0.4 -0.336
H -2.8316 -3.5287 0.3347 -0.2 -0.1 -0.1 0.077
H -1.6384 -4.7450 0.8069 0.0 0.1 -0.2 0.197
H -3.1839 -5.3070 0.2132 -0.2 0.2 0.0 0.315
H -1.5527 -2.6085 -1.3989 0.2 0.1 -0.2 0.337
H -0.9213 -3.6991 -2.6839 0.0 0.1 0.0 0.162
H 0.0051 -3.4652 0.2007 0.4 -0.4 0.1 0.090
H 0.8544 -2.7869 -1.1742 -0.2 0.1 0.1 -0.286
H 2.7224 -5.7139 -1.0434 -0.1 -0.1 0.1 0.309
H 2.3084 -4.6865 0.3501 0.1 0.2 0.0 0.169
H 2.8012 -3.9901 -1.2623 -0.1 0.2 0.4 -0.008
```
Positions in Å, forces in eV/Å.